1.
Formula: C18H34Br14F6O7P2
Source: the OMol25 dataset
Level of theory: ωB97M-V/def2-TZVPD

Each line ends with the Mulliken charge.
Element x y z (Å)
O1 0.9196 -1.0273 -3.3983  -0.449
P1 2.1587 -0.2843 -3.4923  0.300
O2 1.9736 1.1380 -4.1177  -0.443
O3 3.2303 -0.9800 -4.4120  -0.504
O4 2.9660 -0.1238 -2.1080  0.429
P2 2.5056 0.9475 -0.9996  0.445
O5 1.1606 0.7095 -0.5196  -0.509
O6 2.8078 2.3432 -1.6044  -0.158
C1 2.0505 3.4644 -1.0973  -0.376
C2 2.2662 4.6149 -2.0454  -0.244
F1 3.5971 4.7753 -2.2940  -0.303
O7 3.5767 0.7209 0.2084  -0.273
C3 4.7303 0.0193 -0.0354  0.836
F2 4.4785 -1.2792 -0.2252  -0.230
F3 5.3978 0.4958 -1.0905  -0.266
C4 5.6487 0.1421 1.2105  0.561
F4 4.9890 -0.3190 2.2790  -0.241
F5 6.7166 -0.6492 1.0382  -0.233
F6 6.0368 1.3922 1.4164  -0.217
H1 1.1978 1.0739 -4.6842  0.326
H2 3.5394 -1.7626 -3.9377  0.046
H3 0.9938 3.2702 -1.0420  0.363
H4 2.3625 3.7576 -0.0999  0.355
H5 1.7282 4.3666 -2.9571  0.297
H6 1.8086 5.5239 -1.6786  0.195
Br1 2.4205 2.3311 5.5151  -0.117
C5 2.6457 0.5307 6.2195  -0.664
C6 1.6246 0.2147 7.2789  -0.119
Br2 2.0500 1.0821 8.9671  -0.134
H7 3.6644 0.4623 6.5850  0.427
H8 2.5237 -0.1298 5.3635  0.307
H9 1.6188 -0.8510 7.4965  0.364
H10 0.6248 0.5366 7.0074  -0.071
Br3 -1.2507 2.8267 2.5504  -0.103
C7 -1.1233 1.0407 3.2942  0.335
C8 -2.1608 0.7700 4.3473  -0.605
Br4 -1.7341 1.6419 6.0360  -0.183
H11 -0.1068 0.9391 3.6639  0.100
H12 -1.2610 0.3881 2.4377  -0.335
H13 -2.1958 -0.2945 4.5683  0.387
H14 -3.1511 1.1124 4.0683  0.426
Br5 -2.6489 -1.1856 0.8217  -0.209
C9 -1.5270 -1.3363 -0.7634  -0.131
C10 -2.3594 -1.2930 -2.0111  -0.475
Br6 -3.2911 -2.9802 -2.3184  -0.194
H15 -0.9572 -2.2528 -0.6628  0.514
H16 -0.8496 -0.4856 -0.7288  -0.104
H17 -1.7266 -1.1511 -2.8792  0.341
H18 -3.1178 -0.5164 -1.9859  0.371
Br7 4.3946 -3.5918 -2.7881  0.020
C11 4.6761 -4.6266 -1.1641  -0.488
C12 6.0645 -5.2018 -1.1110  -0.612
Br8 6.2558 -6.7326 -2.2942  -0.140
H19 3.9032 -5.3865 -1.1404  0.429
H20 4.5217 -3.9263 -0.3463  0.240
H21 6.2782 -5.5775 -0.1135  0.396
H22 6.8252 -4.4846 -1.3993  0.368
Br9 -7.8099 -0.3674 -1.2895  -0.139
C13 -7.6305 -0.6119 -3.2115  -0.611
C14 -6.1876 -0.6402 -3.6339  -0.246
Br10 -5.4066 1.1447 -3.6498  -0.154
H23 -8.1917 0.1862 -3.6848  0.420
H24 -8.1060 -1.5662 -3.4256  0.335
H25 -6.0943 -1.0010 -4.6554  0.385
H26 -5.5698 -1.2466 -2.9809  0.013
Br11 -5.4622 -6.1568 -3.2868  -0.125
C15 -6.5557 -5.1582 -2.0223  -0.369
C16 -7.1209 -6.0456 -0.9480  -0.630
Br12 -8.6077 -7.1160 -1.6038  -0.145
H27 -7.3259 -4.6592 -2.6003  0.353
H28 -5.8888 -4.4152 -1.5888  0.136
H29 -7.5314 -5.4461 -0.1392  0.369
H30 -6.3873 -6.7380 -0.5505  0.387
Br13 -0.4444 5.5389 -0.3507  -0.143
C17 0.0164 6.1973 1.4246  -0.549
C18 -0.0369 7.6980 1.4838  -0.662
Br14 1.5089 8.4978 0.6144  -0.149
H31 0.9975 5.8006 1.6621  0.414
H32 -0.7196 5.7595 2.0948  0.275
H33 0.0000 8.0377 2.5158  0.399
H34 -0.9169 8.1053 0.9987  0.391

The LUMO energy comes out at 0.07 eV. The charge is 0.

2.
Formula: C18H34BrN2O8
Source: the OMol25 dataset
Level of theory: ωB97M-V/def2-TZVPD

Each line ends with the natural charge from an NBO analysis.
Element x y z (Å)
C1 0.0329 1.0026 3.6765  -0.646
C2 1.2458 1.0243 2.7418  -0.082
O1 0.9483 1.7657 1.5520  -0.548
C3 0.9455 1.1000 0.3289  0.588
C4 -0.2885 0.1834 0.3246  -0.152
O2 -0.5112 -0.4986 -0.9008  -0.289
O3 -1.6244 0.1558 -1.5503  -0.473
O4 0.6084 2.0531 -0.6678  -0.574
C5 1.4666 3.0645 -1.0324  0.785
O5 2.0559 3.7475 -0.2626  -0.504
C6 1.6339 3.1123 -2.5385  -0.160
O6 2.6036 2.1198 -2.8118  -0.568
C7 3.6929 2.5205 -3.6361  0.247
O7 4.2134 1.4134 -4.2631  -0.517
C8 4.7575 0.4496 -3.3706  -0.102
C9 5.7018 -0.4570 -4.1197  -0.078
O8 6.7885 0.2108 -4.7279  -0.704
C10 2.2828 0.3873 -0.0701  -0.316
Br1 3.8150 1.3098 0.7108  0.028
C11 2.3907 -1.1292 0.1853  -0.446
C12 2.1192 -1.9794 -1.0702  -0.616
H1 0.2227 1.5624 4.5910  0.228
H2 -0.2406 -0.0143 3.9661  0.200
H3 -0.8173 1.4695 3.1777  0.218
H4 2.1008 1.5113 3.2072  0.211
H5 1.5651 0.0110 2.4927  0.173
H6 -1.1343 0.8368 0.5390  0.219
H7 -0.2155 -0.5777 1.1047  0.190
H8 -1.3145 0.1161 -2.4670  0.485
H9 1.9557 4.1177 -2.8145  0.204
H10 0.6988 2.8661 -3.0495  0.191
H11 4.4486 3.0151 -3.0078  0.146
H12 3.3390 3.1969 -4.4184  0.167
H13 3.9526 -0.1526 -2.9328  0.178
H14 5.2749 0.9576 -2.5418  0.171
H15 5.1615 -0.9660 -4.9203  0.186
H16 6.0648 -1.2160 -3.4147  0.164
H17 7.0143 0.9948 -4.2176  0.465
H18 2.4107 0.5574 -1.1376  0.259
H19 3.4028 -1.3291 0.5299  0.240
H20 1.7443 -1.4424 1.0061  0.195
H21 1.5842 -1.4170 -1.8342  0.214
H22 3.0583 -2.3115 -1.5136  0.218
H23 1.5273 -2.8650 -0.8385  0.216
C13 -5.6845 -3.4923 4.2287  -0.626
C14 -6.0514 -2.0965 3.7652  -0.207
N1 -5.2491 -1.6662 2.6021  -0.278
C15 -3.9074 -1.8965 2.3977  -0.045
C16 -3.5727 -1.2914 1.2320  -0.040
N2 -4.7143 -0.7006 0.7411  -0.274
C17 -5.7086 -0.9412 1.5886  0.252
C18 -4.8136 0.0740 -0.5002  -0.424
H24 -4.6716 -3.5390 4.6262  0.218
H25 -6.3610 -3.7832 5.0303  0.250
H26 -5.7801 -4.2163 3.4200  0.228
H27 -5.9092 -1.3629 4.5582  0.226
H28 -7.0928 -2.0556 3.4506  0.223
H29 -3.3157 -2.4647 3.0909  0.254
H30 -2.6428 -1.2256 0.6931  0.262
H31 -6.7244 -0.6022 1.4739  0.245
H32 -5.1075 1.0952 -0.2706  0.232
H33 -5.5419 -0.3874 -1.1621  0.231
H34 -3.8344 0.0749 -0.9695  0.263

The LUMO energy comes out at -2.77 eV. Its energy relative to the best compared isomer or geometry (same formula, charge and spin) is 0.0 kJ/mol. The charge is +1.

3.
Formula: C18H34ClF7NbO9S
Source: the OMol25 dataset
Level of theory: ωB97M-V/def2-TZVPD

Each line ends with the Mulliken charge.
Element x y z (Å)
C1 -0.5714 0.1321 4.6206  -1.359
C2 -0.0288 -0.5093 3.3350  0.795
C3 1.3762 0.0261 3.0002  -0.091
C4 1.3941 1.3933 2.2540  -0.944
Nb1 0.7321 1.3758 0.1019  -1.142
C5 1.1670 3.6290 0.0595  -0.865
O1 0.5400 4.2346 1.2253  -0.101
C6 1.4063 5.1081 1.8989  -0.836
C7 2.7059 0.7776 -0.7765  -0.079
Cl1 3.5148 2.1205 -1.7214  -0.258
C8 3.7375 0.1749 0.1863  -0.546
C9 3.5513 -1.3631 0.3216  -1.213
S1 -1.7374 1.7408 0.7648  1.110
O2 -1.9280 1.8246 2.2006  -0.610
O3 -2.1146 3.0061 0.1663  -0.679
C10 -2.9868 0.4226 0.2254  0.357
F1 -2.5480 -0.7873 0.4456  -0.234
F2 -4.0308 0.5766 1.0483  -0.283
C11 -3.5991 0.5472 -1.1880  0.617
F3 -4.1838 1.7011 -1.3894  -0.254
F4 -4.5716 -0.3844 -1.2379  -0.338
C12 -2.6540 0.2518 -2.4038  0.667
F5 -3.3924 -0.3478 -3.3542  -0.334
F6 -2.2499 1.3584 -2.9344  -0.238
F7 -1.6847 -0.5539 -2.1345  -0.272
H1 -0.1693 1.1383 4.7014  0.284
H2 -1.6566 0.1447 4.5862  0.359
H3 -0.2125 -0.4476 5.4683  0.396
H4 0.0803 -1.5887 3.4516  0.062
H5 -0.6632 -0.3574 2.4670  -0.611
H6 1.9284 -0.7735 2.5067  -0.228
H7 1.8812 0.1852 3.9622  0.390
H8 2.3713 1.8667 2.3901  0.546
H9 0.6977 2.0459 2.7953  0.746
H10 0.0906 1.4764 -1.6272  0.077
H11 0.3473 -0.4286 0.2058  0.080
H12 0.7711 4.0842 -0.8539  0.339
H13 2.2352 3.8303 0.1588  0.570
H14 0.7798 5.7712 2.4977  0.212
H15 2.0517 4.5385 2.5756  0.288
H16 1.9945 5.7302 1.2190  0.364
H17 2.5167 0.0154 -1.5292  0.570
H18 4.7068 0.2958 -0.3006  0.488
H19 3.8303 0.6738 1.1449  0.307
H20 4.1191 -1.8652 -0.4522  0.497
H21 3.8910 -1.6377 1.3152  0.161
H22 2.4844 -1.5637 0.2450  0.259
C13 5.3366 -3.9305 5.0334  -0.602
O4 4.1689 -4.6725 5.3840  -0.341
C14 3.0741 -4.3189 4.6999  0.794
O5 3.0158 -3.4649 3.8566  -0.506
O6 2.0587 -5.0779 5.1170  -0.344
C15 0.8169 -4.7973 4.4637  -0.485
H23 6.1486 -4.3065 5.6507  0.204
H24 5.5886 -4.0819 3.9848  0.284
H25 5.1956 -2.8707 5.2394  0.285
H26 0.8955 -4.9799 3.3934  0.286
H27 0.5072 -3.7704 4.6504  0.161
H28 0.0774 -5.4728 4.8855  0.242
C16 -3.7379 -0.5444 -6.0572  -0.647
O7 -3.5292 -0.5496 -7.4769  -0.316
C17 -4.4013 0.1788 -8.1670  0.742
O8 -5.3173 0.8151 -7.7130  -0.536
O9 -4.0863 0.0839 -9.4662  -0.326
C18 -4.9461 0.8231 -10.3301  -0.632
H29 -2.9683 -1.1686 -5.6171  0.300
H30 -3.6428 0.4624 -5.6613  0.307
H31 -4.7135 -0.9601 -5.8116  0.306
H32 -4.9018 1.8867 -10.1002  0.292
H33 -5.9710 0.4622 -10.2553  0.290
H34 -4.5885 0.6654 -11.3446  0.214

The LUMO energy comes out at 1.34 eV. Its energy relative to the best compared isomer or geometry (same formula, charge and spin) is 0.0 kJ/mol. The charge is -1.

4.
Formula: C18H34ClN2O3
Source: the OMol25 dataset
Level of theory: ωB97M-V/def2-TZVPD

Each line ends with the natural charge from an NBO analysis.
Element x y z (Å)
C1 7.2835 1.1795 0.5597  -0.633
C2 6.5101 0.1618 -0.2593  -0.063
O1 5.4802 -0.3964 0.5573  -0.539
C3 4.8089 -1.4646 -0.0522  -0.055
C4 3.5102 -1.6876 0.7301  -0.452
C5 2.2595 -1.1868 0.0219  -0.030
C6 1.1044 -0.7774 0.9215  -0.417
C7 0.0665 -0.0267 0.0832  -0.243
C8 -1.0848 0.5481 0.9251  -0.384
C9 -1.1712 2.0732 0.8515  -0.435
C10 -2.3465 2.6007 1.6593  -0.065
O2 -2.8221 3.8712 1.2048  -0.532
C11 -1.8619 4.8294 1.0282  0.804
C12 -1.9855 5.5419 -0.2844  -0.722
O3 -1.0228 5.0466 1.8545  -0.567
C13 -0.4348 -0.9399 -1.0599  -0.196
Cl1 -0.3586 -0.1027 -2.6435  -0.046
C14 0.2538 -2.2910 -1.1596  -0.253
N1 1.7482 -2.2561 -0.9397  -0.508
H1 8.1835 0.7475 0.9921  0.220
H2 7.5578 2.0431 -0.0436  0.223
H3 6.6573 1.5302 1.3802  0.228
H4 7.1647 -0.6447 -0.6091  0.172
H5 6.0500 0.6217 -1.1426  0.163
H6 5.4293 -2.3688 -0.0576  0.184
H7 4.5980 -1.2152 -1.1071  0.148
H8 3.6003 -1.0989 1.6432  0.269
H9 3.3980 -2.7386 1.0179  0.209
H10 2.5130 -0.3178 -0.5910  0.225
H11 0.6609 -1.6425 1.4261  0.221
H12 1.5011 -0.1041 1.6819  0.252
H13 0.6160 0.7942 -0.3863  0.226
H14 -0.8824 0.2882 1.9690  0.213
H15 -2.0367 0.0946 0.6513  0.220
H16 -1.2588 2.3775 -0.1974  0.206
H17 -0.2335 2.4883 1.2301  0.219
H18 -3.2011 1.9287 1.5883  0.193
H19 -2.0663 2.6859 2.7128  0.196
H20 -3.0256 5.6513 -0.5826  0.242
H21 -1.4728 4.9483 -1.0446  0.235
H22 -1.4976 6.5107 -0.2182  0.243
H23 -1.4803 -1.1779 -0.8841  0.257
H24 0.0881 -2.7034 -2.1529  0.248
H25 -0.1759 -2.9919 -0.4459  0.246
H26 2.2346 -2.1910 -1.8343  0.440
H27 2.0169 -3.1571 -0.5413  0.434
C15 -6.6348 -1.7938 -0.0822  -0.616
C16 -5.7391 -1.6494 -1.3051  -0.378
C17 -4.5765 -2.6519 -1.3112  -0.519
C18 -3.7034 -2.4812 -0.1480  0.318
N2 -3.0399 -2.3651 0.7828  -0.383
H28 -6.0864 -1.5936 0.8396  0.213
H29 -7.4653 -1.0913 -0.1320  0.229
H30 -7.0515 -2.8002 -0.0160  0.211
H31 -5.3377 -0.6353 -1.3576  0.207
H32 -6.3191 -1.8076 -2.2149  0.220
H33 -3.9693 -2.5353 -2.2112  0.248
H34 -4.9525 -3.6768 -1.2967  0.257

The LUMO energy comes out at -2.96 eV. Its energy relative to the best compared isomer or geometry (same formula, charge and spin) is 0.0 kJ/mol. The charge is +1.

| no. | energy (eV) | HOMO-LUMO gap (eV) | largest force on an atom (eV/A) |
| --- | --- | --- | --- |
| 1 | -1049035.2009 | 10.097 | 1.5 |
| 2 | -108609.5872 | 8.827 | 0.4 |
| 3 | -81569.7605 | 6.357 | 3.3 |
| 4 | -40856.3806 | 9.306 | 1.0 |